Entry 1:
DFT (the ωB97M-V functional and the def2-TZVPD basis) results for a cluster of 2 separate species, C8H12N2OS3 in total.

Atoms and positions in Å:
C  -1.065  0.706  1.544
C  0.723  1.263  -1.398
C  1.526  -2.067  0.382
C  0.257  -2.792  0.701
C  -0.325  -0.373  1.050
C  0.827  2.976  -3.088
C  -1.111  2.910  -1.616
C  -1.060  -3.047  3.447
N  -1.715  1.563  1.987
N  0.191  2.278  -2.046
O  1.820  0.730  -1.262
S  1.444  -0.369  1.080
S  -1.098  -1.695  0.157
S  0.518  -3.368  2.500
H  2.430  -2.424  0.974
H  1.637  -2.120  -0.772
H  0.111  -3.695  0.177
H  0.597  2.464  -4.005
H  0.611  4.101  -3.120
H  1.896  2.861  -2.988
H  -1.876  2.212  -1.202
H  -1.032  3.567  -0.792
H  -1.493  3.511  -2.537
H  -1.375  -2.042  3.166
H  -0.747  -3.283  4.499
H  -1.692  -3.866  3.162

Values from the calculation:
HOMO level (spin up / spin down) in hartree: -0.290 / -0.269
2S+1: 1
Strongest force on any atom in Eh/bohr: 0.0617
ΔE to the lowest compared entry with this formula, charge and spin in kcal per mole: 28.7
LUMO energy (spin up / spin down) in hartree: -0.0279 / 0.0047
Net charge: 0
Kohn-Sham gap (spin up / spin down) in eV: 7.14 / 7.44

natural (NBO) analysis output, partial charges in e: number 1, C, carries 0.20; number 2, C, carries 0.63; number 3, C, carries -0.57; number 4, C, carries -0.46; number 5, C, carries -0.52; number 6, C, carries -0.43; number 7, C, carries -0.40; number 8, C, carries -0.71; number 9, N, carries -0.32; number 10, N, carries -0.48; number 11, O, carries -0.57; number 12, S, carries 0.46; number 13, S, carries 0.34; number 14, S, carries 0.12; number 15, H, carries 0.26; number 16, H, carries 0.25; number 17, H, carries 0.24; number 18, H, carries 0.20; number 19, H, carries 0.21; number 20, H, carries 0.22; number 21, H, carries 0.23; number 22, H, carries 0.21; number 23, H, carries 0.20; number 24, H, carries 0.24; number 25, H, carries 0.24; number 26, H, carries 0.22

***

Entry 2:
DFT (the ωB97M-V functional and the def2-TZVPD basis) results for a cluster of 2 separate species, C4H13N4 in total.

Atoms and positions in Å:
C  -1.520  -0.110  2.650
C  -0.506  -0.247  1.800
N  -0.662  -1.061  0.577
N  -1.484  0.542  3.851
H  -2.478  -0.555  2.420
H  0.476  0.166  1.962
H  -0.430  -2.076  0.738
H  -1.658  -1.005  0.222
H  -0.044  -0.692  -0.170
H  -0.735  1.175  4.072
H  -2.350  0.776  4.299
C  1.085  -0.988  -3.026
N  0.769  1.112  -1.051
C  1.477  1.235  -2.325
N  1.642  0.339  -3.176
H  1.884  -1.677  -2.756
H  0.684  -1.306  -3.987
H  0.292  -1.073  -2.288
H  1.477  1.276  -0.332
H  0.184  1.945  -0.964
H  1.897  2.224  -2.518

Values from the calculation:
HOMO level (spin up / spin down) in hartree: -0.114 / -0.331
2S+1: 2
Strongest force on any atom in Eh/bohr: 0.0111
ΔE to the lowest compared entry with this formula, charge and spin in kcal per mole: 52.7
Expectation value of S²: 0.751
LUMO energy (spin up / spin down) in hartree: 0.0253 / 0.0191
Net charge: 0
Kohn-Sham gap (spin up / spin down) in eV: 3.79 / 9.53

natural (NBO) analysis output, partial charges in e: number 1, C, carries 0.02; number 2, C, carries -0.26; number 3, N, carries -1.08; number 4, N, carries -0.80; number 5, H, carries 0.21; number 6, H, carries 0.20; number 7, H, carries 0.28; number 8, H, carries 0.26; number 9, H, carries 0.44; number 10, H, carries 0.38; number 11, H, carries 0.39; number 12, C, carries -0.48; number 13, N, carries -0.91; number 14, C, carries 0.25; number 15, N, carries -0.39; number 16, H, carries 0.21; number 17, H, carries 0.21; number 18, H, carries 0.17; number 19, H, carries 0.37; number 20, H, carries 0.37; number 21, H, carries 0.15

***

> Which value of strongest force on any atom does entry 1 give?

0.0617 Eh/bohr